C4H13N | wB97M-V/def2-TZVPD

CARTESIAN COORDINATES (ANGSTROEM)
C1 -0.34 0.92 -1.49
C2 -1.78 0.99 -1.00
C3 -2.08 0.01 0.12
H1 0.36 1.10 -0.68
H2 -0.17 1.49 -2.41
H3 -0.15 -0.10 -1.84
H4 -2.48 0.89 -1.84
H5 -2.02 2.01 -0.68
H6 -3.05 -0.46 -0.03
H7 -1.38 -0.84 0.19
H8 -1.93 0.47 1.10
C4 2.44 -0.54 0.71
N1 1.61 -1.31 1.62
H9 1.98 -0.23 -0.24
H10 3.30 -1.16 0.51
H11 2.78 0.38 1.19
H12 0.84 -0.80 2.01
H13 1.38 -2.23 1.30

Kohn-Sham gap	10.048	eV
LUMO level	1.072	eV
largest force on an atom	1.253	eV/A
relative energy (zero: lowest compared OMol25 entry of this formula, charge and spin)	5.77	kcal per mole
E	-214.92405	hartree